A 7-piece molecular cluster, C26H56FNO10 overall in a non-equilibrium geometry. Source: OMol25; level of theory: ωB97M-V/def2-TZVPD.

The geometry in XYZ format:
```
94
Properties=species:S:1:pos:R:3:forces:R:3
C -5.45325 -0.95944 3.80645 -0.5390 -0.7585 -0.0689
C -5.36029 -1.64031 2.39177 -0.0512 -0.4368 0.5248
C -3.96903 -1.52745 1.70670 -0.0045 0.0370 0.6081
F -3.96664 -2.47534 0.65073 0.1851 1.0338 0.7311
C -3.62699 -0.10293 1.14107 -0.7201 -0.8233 -0.4984
O -4.45907 -0.03038 -0.06284 1.1212 -0.5428 -1.3387
C -3.59741 -0.04695 -1.16242 0.2595 0.6398 3.1812
O -3.76652 -0.51786 -2.22685 -0.1652 0.4957 -0.3220
O -2.45371 0.59513 -0.67559 0.0625 -0.6635 -1.4161
C -2.11933 0.06429 0.64667 -0.8659 1.2104 -2.2371
O -1.47163 -1.16336 0.37386 -0.2894 0.5651 0.9414
C -1.25272 1.23186 1.24044 -0.0581 -1.0176 1.4317
C -0.03666 0.73675 2.13237 0.6219 1.1592 -0.6999
C 1.31235 1.14749 1.40132 -0.2348 -0.5020 0.3758
C 2.57046 0.62007 2.21118 -0.6860 0.2469 -0.5494
N 2.93143 -0.70680 1.67987 -0.0642 1.2411 1.5680
C 3.41166 -0.92550 0.40245 -0.2344 -2.8538 0.9014
C 3.58689 -2.36552 0.29594 -0.7205 2.4473 1.6725
C 3.21036 -2.90273 1.61377 -0.3034 0.6987 -0.0324
C 2.78640 -1.82883 2.49970 1.5675 -1.8485 -3.9249
H -6.52314 -1.06775 4.13881 1.0032 0.3553 -0.2592
H -4.86269 -1.55344 4.55733 -0.2828 0.8063 -0.7277
H -5.17471 0.11995 3.82440 -0.1420 -0.8345 -0.0077
H -6.21071 -1.31698 1.73154 1.0970 -0.0181 0.3914
H -5.53620 -2.74002 2.56093 0.2464 0.9891 -0.2464
H -3.12745 -1.81809 2.39416 -0.8863 0.0989 -0.4282
H -3.99787 0.78246 1.70886 0.6791 -1.0014 0.2663
H -1.16240 -1.15249 -0.54870 -0.0988 0.1798 0.4579
H -1.91558 1.82575 1.92006 0.4184 -0.2341 -0.8882
H -0.90598 1.85740 0.38155 -0.2954 -0.4738 0.7837
H -0.03768 1.28414 3.11235 -0.1953 -0.6749 -0.7173
H -0.05312 -0.36787 2.30006 0.0103 0.8893 -0.1455
H 1.24515 0.67373 0.38225 0.4906 0.3970 0.9382
H 1.38801 2.24885 1.22729 -0.3230 -0.7486 0.3475
H 2.30347 0.49011 3.29566 0.1848 0.0903 -1.0493
H 3.42918 1.33827 2.19147 -0.6258 -0.6487 -0.2650
H 3.55027 -0.09700 -0.31382 -0.1149 -0.6878 0.6529
H 3.93373 -2.85548 -0.63090 -0.2716 0.1079 0.9655
H 3.23568 -3.98674 1.85844 -0.0784 1.3371 -0.1218
H 2.44553 -1.86892 3.55621 0.3527 0.3484 -1.2457
C -2.70992 4.11777 -1.86725 -0.1276 -0.0735 -0.0528
C -1.95562 4.85597 -0.77930 0.0818 -0.0229 -0.4356
O -0.56380 4.55625 -0.84906 0.1303 -0.0551 0.2265
H -2.56499 3.03936 -1.76887 -0.0440 0.0418 0.1099
H -3.77951 4.33612 -1.81770 0.0082 -0.0221 -0.0218
H -2.33939 4.40063 -2.85515 -0.0534 0.0748 0.0600
H -2.31261 4.55553 0.20718 0.1964 0.0114 0.0268
H -2.08829 5.93829 -0.87914 -0.1633 -0.0024 0.0851
H -0.25072 4.83245 -1.71880 -0.0565 -0.0673 0.0772
C -1.10793 3.72807 -7.15346 0.0975 -0.0105 -0.0415
C -1.30858 3.49589 -5.66896 -0.3551 0.1586 -0.2974
O -1.41286 4.74591 -4.98229 0.2668 0.1609 0.1846
H -0.20518 4.31730 -7.33089 0.0209 -0.0987 0.0158
H -1.02084 2.78062 -7.68809 -0.0311 0.0411 -0.0069
H -1.94536 4.29248 -7.57306 -0.0450 -0.1110 -0.0043
H -0.46171 2.95186 -5.24996 -0.0623 0.1147 0.1222
H -2.21551 2.91598 -5.48406 0.1395 -0.1662 -0.0449
H -2.16912 5.21766 -5.35017 0.1084 -0.0341 0.0327
C 4.90353 -6.82130 4.30439 0.0460 0.0320 0.1044
C 3.56743 -6.54328 3.64300 0.2933 -0.1682 -0.1795
O 3.74867 -5.77567 2.45699 -0.0340 -0.3280 0.1046
H 5.40948 -5.88580 4.55087 -0.0950 -0.0134 0.0288
H 4.77352 -7.40361 5.21899 0.0497 -0.0162 -0.0325
H 5.56242 -7.37294 3.62827 -0.0586 -0.0864 0.0500
H 2.92114 -5.97428 4.31226 0.0006 0.1048 -0.1700
H 3.05960 -7.47814 3.38400 -0.0534 -0.0336 0.1717
H 4.31269 -6.28424 1.86234 -0.0599 0.0924 0.0426
C 1.96867 -2.75120 7.69445 0.0545 -0.0178 0.0875
C 2.26918 -2.04260 6.38801 -0.3430 -0.2049 0.1145
O 2.00488 -2.90215 5.28151 0.0553 -0.0374 0.0898
H 2.57236 -3.65623 7.78569 0.0460 0.0886 -0.0145
H 2.17512 -2.10227 8.54777 -0.0464 -0.0406 0.0056
H 0.92065 -3.06026 7.73451 -0.0059 0.1092 0.0386
H 3.32004 -1.75494 6.34243 -0.0424 -0.0747 -0.1733
H 1.65861 -1.13892 6.28649 0.0995 0.1015 0.1179
H 1.07260 -3.14762 5.31848 0.1128 -0.0108 -0.0462
C -1.04337 -1.93124 -5.05706 0.0487 -0.1131 -0.0427
C -0.76256 -0.52212 -5.54278 -0.1897 -0.0800 0.3985
O -1.88954 0.31692 -5.31435 0.0284 0.1438 -0.1239
H -1.91403 -2.34530 -5.56898 0.0670 0.0387 -0.0351
H -0.18617 -2.58433 -5.23452 -0.0282 -0.0095 0.0468
H -1.27059 -1.93326 -3.98772 0.0820 0.0030 -0.0090
H -0.55753 -0.52106 -6.61416 -0.0966 0.1329 0.0317
H 0.10459 -0.09768 -5.02448 0.1394 -0.1009 -0.1036
H -2.06187 0.32015 -4.36396 -0.1120 -0.0575 -0.1107
C 2.34392 3.47362 -3.79051 0.0193 -0.1036 0.1059
C 3.13484 4.57003 -4.47610 -0.4476 0.0398 -0.0245
O 2.58817 4.84614 -5.76150 0.1010 0.0230 -0.1238
H 2.35193 2.56222 -4.39233 0.0779 0.0378 0.0218
H 2.75747 3.24866 -2.80489 -0.0684 -0.0109 0.0009
H 1.29763 3.77088 -3.67328 0.0350 0.0417 0.0823
H 4.17291 4.26523 -4.61268 -0.0549 0.0753 -0.1519
H 3.12060 5.48992 -3.88209 0.1305 -0.0702 0.1333
H 1.67252 5.12501 -5.63484 0.0890 -0.0324 -0.0208
```
Forces are in eV/Å.

Results
- Maximum force: 0.090 hartree/bohr
- Gap between HOMO and LUMO: 7.868 eV
- LUMO energy: 0.37 eV
- SMILES: CC[C@@H](F)[C@@H]1OC(=O)O[C@@]1(O)CCCCn1cccc1.CCO.CCO.CCO.CCO.CCO.CCO